# 1
This record from the OMol25 dataset describes a cluster of 10 separate species, C30H36F9O31P in total at a distorted geometry. The level of theory is ωB97M-V with the def2-TZVPD basis set.

```
107
Properties=species:S:1:pos:R:3:forces:R:3
C 4.8524 -2.2354 -2.6493 -0.410 -0.875 -0.356
C 3.4602 -2.0087 -3.2319 -0.070 -0.227 0.813
O 3.5658 -0.7793 -3.8497 -0.242 0.131 -0.338
C 4.6869 -0.1240 -3.4173 0.209 -0.403 0.360
O 5.0183 0.9546 -3.7431 -0.098 0.307 -0.112
O 5.3660 -0.9292 -2.5586 0.323 0.157 -0.123
F 2.5410 -1.9239 -2.1861 0.085 0.147 -0.149
H 5.4378 -2.8804 -3.3135 0.166 0.377 -0.110
H 4.8329 -2.7402 -1.6864 -0.115 0.359 0.177
H 3.0623 -2.7656 -3.8998 0.148 0.068 -0.219
C -0.3919 -0.7885 -0.9901 -0.489 0.225 -0.064
C -0.0080 0.5328 -0.3497 -0.236 -0.467 0.496
O 0.7369 1.1702 -1.3732 -0.371 0.027 -0.144
C 0.2465 0.7084 -2.5645 0.510 0.165 0.560
O 0.4538 1.2484 -3.6023 -0.076 0.017 -0.307
O -0.4775 -0.3979 -2.3748 0.187 -0.276 -0.258
F 0.7612 0.3498 0.7454 0.209 0.053 -0.195
H -1.3761 -1.1496 -0.7104 0.049 0.018 0.246
H 0.3698 -1.5497 -0.8180 0.100 0.079 -0.194
H -0.8697 1.1406 -0.0666 0.110 0.163 -0.033
C 4.8543 0.7005 0.5098 -0.363 -0.822 0.927
C 3.7371 1.7216 0.7671 0.598 -0.604 -0.228
O 4.4288 2.9250 0.8902 -0.192 0.224 -0.141
C 5.7723 2.7504 0.7431 -0.025 -0.083 0.015
O 6.5821 3.6054 0.8276 -0.024 0.067 0.003
O 6.0453 1.4508 0.4830 0.143 0.114 -0.332
F 3.1204 1.4288 1.9482 -0.072 0.091 0.128
H 4.7239 0.0509 -0.3529 0.130 0.521 -0.415
H 4.8994 0.0185 1.3666 -0.061 0.159 0.051
H 2.9898 1.7467 -0.0202 -0.125 0.348 0.158
C 3.5283 4.0303 -3.9823 0.481 -0.462 -0.311
C 2.7179 3.8489 -2.7075 0.777 0.509 -0.700
O 2.8628 5.0938 -2.0797 -0.819 -0.279 0.151
C 3.9126 5.7681 -2.6087 0.726 0.070 -0.509
O 4.3011 6.8268 -2.2631 -0.097 0.081 0.248
O 4.4611 5.0459 -3.6254 -0.495 0.183 0.026
F 3.3231 2.9134 -1.9049 -0.239 -0.263 0.004
H 2.9332 4.3333 -4.8484 -0.173 0.251 0.259
H 4.0806 3.1428 -4.2816 -0.034 -0.117 0.290
H 1.6837 3.5874 -2.8964 -0.115 -0.023 0.478
C -4.9432 -3.9757 -1.9578 0.461 0.305 -0.831
C -5.7355 -2.7839 -2.4819 0.330 0.042 0.212
O -5.0470 -1.6876 -1.9278 -0.026 0.005 -0.018
C -4.2493 -2.1006 -0.9072 -0.078 -0.125 -0.103
O -3.6200 -1.3881 -0.2027 0.022 0.168 -0.004
O -4.2533 -3.4446 -0.8330 -0.118 -0.280 0.305
F -7.0169 -2.7606 -2.0306 -0.074 -0.089 -0.052
H -4.1920 -4.2107 -2.7192 -0.063 -0.212 0.087
H -5.5151 -4.8679 -1.7311 -0.166 0.152 0.318
H -5.7092 -2.6855 -3.5641 -0.309 0.020 -0.010
C -0.4139 4.5964 1.3745 -0.190 0.260 -0.553
C 0.4137 4.0400 2.5219 -0.025 0.792 -0.204
O 1.6771 4.6214 2.2935 0.111 -0.444 0.232
C 1.5797 5.6604 1.4228 -0.236 0.106 -0.096
O 2.4718 6.3674 1.1206 0.081 0.145 -0.030
O 0.2946 5.7755 0.9874 0.221 -0.059 0.202
F 0.4992 2.6930 2.4879 0.049 -0.161 -0.073
H -1.4328 4.8651 1.6412 0.018 -0.047 0.046
H -0.4119 3.9451 0.4951 -0.088 -0.344 0.306
H 0.0611 4.3598 3.5028 -0.007 -0.258 0.108
C -2.4193 -4.7876 1.8803 -0.445 0.173 -0.240
C -1.1863 -3.8858 1.9943 -0.785 -0.336 -0.338
O -0.7857 -4.0535 3.3151 0.492 0.330 -0.183
C -1.7631 -4.6666 4.0418 -0.452 -0.453 0.150
O -1.7656 -4.7965 5.2158 0.242 0.153 0.029
O -2.7118 -5.1562 3.2180 0.123 0.103 0.030
F -1.5626 -2.5867 1.7752 0.084 0.205 0.174
H -2.2980 -5.6825 1.2699 0.306 -0.022 0.093
H -3.2601 -4.2202 1.4813 0.077 0.078 0.018
H -0.4050 -4.0835 1.2697 0.326 -0.185 0.327
C -2.6740 4.5558 -3.4067 0.132 0.481 0.966
C -1.4183 3.8144 -2.9607 -0.170 0.475 -0.509
O -1.8013 3.1494 -1.7922 -0.108 -0.038 -0.192
C -2.9498 3.7335 -1.3072 -0.155 0.039 0.056
O -3.4505 3.4601 -0.2702 0.208 -0.173 0.215
O -3.4140 4.6401 -2.1712 -0.167 -0.356 -0.421
F -0.4558 4.7404 -2.6373 0.143 -0.143 0.049
H -3.2426 4.0397 -4.1760 -0.086 -0.027 0.066
H -2.4566 5.5904 -3.6551 0.143 -0.137 -0.452
H -1.0113 3.1373 -3.7061 0.128 -0.208 0.250
C 2.6239 -5.9956 0.5000 0.141 -0.129 0.347
C 2.7942 -4.4747 0.5698 -0.496 -0.537 -0.137
O 3.0531 -4.2173 1.8954 0.306 0.278 0.103
C 2.8302 -5.3308 2.6710 -0.005 -0.136 -0.118
O 2.9146 -5.3534 3.8435 -0.020 0.022 0.078
O 2.5329 -6.3764 1.8702 -0.110 0.007 0.091
F 1.5877 -3.8790 0.2340 0.140 0.103 -0.147
H 3.4740 -6.5224 0.0687 0.028 0.157 -0.149
H 1.7018 -6.2854 0.0036 0.017 0.106 -0.137
H 3.5600 -4.0566 -0.0764 -0.004 0.142 0.049
C -5.9658 -1.0647 2.1525 -0.662 0.150 -0.359
O -5.0237 -1.6070 3.0601 0.366 -0.133 -0.086
P -4.0485 -0.6369 3.8534 0.055 -0.171 0.182
O -4.7022 0.4974 4.5047 -0.063 0.129 -0.119
O -2.8641 -0.2325 2.8789 -0.328 0.081 -0.061
C -2.9618 0.9355 2.0490 0.400 -0.022 0.095
O -3.3494 -1.7179 4.7631 -0.177 -0.304 0.058
C -2.0874 -1.3975 5.3242 1.377 0.533 0.160
H -6.0982 -1.7552 1.3178 0.129 -0.152 0.161
H -5.6780 -0.1058 1.7173 0.184 0.021 0.209
H -6.9321 -0.9477 2.6443 0.071 0.067 0.063
H -2.9847 0.5942 1.0173 -0.097 0.134 -0.058
H -2.0634 1.5231 2.2386 -0.015 0.054 -0.102
H -3.8318 1.5470 2.2798 -0.060 -0.085 0.055
H -1.3111 -1.4528 4.5564 -0.152 0.093 -0.079
H -1.7600 -2.0757 6.1096 -0.743 -0.377 -0.062
H -2.0620 -0.3943 5.7576 -0.241 0.025 -0.121
```
Positions in Å, forces in eV/Å.

Values from the calculation:
SMILES: O=C1OC[C@@H](F)O1.O=C1OC[C@@H](F)O1.O=C1OC[C@@H](F)O1.O=C1OC[C@@H](F)O1.O=C1OC[C@@H](F)O1.O=C1OC[C@@H](F)O1.O=C1OC[C@@H](F)O1.O=C1OC[C@@H](F)O1.O=C1OC[C@@H](F)O1.COP(=O)(OC)OC
E_tot: -128916.82458 eV
strongest force on any atom: 1.49 eV/Å
HOMO level: -10.317 eV
HOMO-LUMO gap: 9.7 eV

These are the Löwdin partial charges, in e, on atoms 1 to 2: -0.068, -0.281


# 2
This record from the OMol25 dataset describes a cluster of 7 separate species, C6H25FO9 in total at a distorted geometry. The level of theory is ωB97M-V with the def2-TZVPD basis set.

```
41
Properties=species:S:1:pos:R:3:forces:R:3
C 1.5231 2.0371 0.4201 0.417 0.011 0.202
O 2.0904 0.7414 0.2161 0.007 0.088 0.077
C 1.1897 -0.1755 -0.3586 0.046 -0.562 -0.119
C 0.0417 -0.5612 0.5668 0.132 0.579 -0.442
O -1.1826 -0.0228 0.0575 0.361 -0.457 0.452
C -2.3217 -0.7446 0.3922 -1.261 0.728 -0.244
F -2.2712 -1.2119 1.6960 0.270 0.012 0.022
C -3.5110 0.2037 0.2637 0.186 0.284 -0.299
C -3.2840 1.3236 -0.7452 -0.397 -0.046 0.337
O -4.5280 1.9829 -0.9942 0.073 0.440 0.099
H 1.8417 2.3860 1.3950 -0.009 0.073 0.234
H 1.9303 2.7326 -0.3010 -0.060 0.137 -0.338
H 0.4396 2.0342 0.3816 -0.220 -0.140 -0.057
H 1.7690 -1.0670 -0.5748 0.273 -0.114 0.003
H 0.7962 0.1716 -1.3140 -0.114 0.296 -0.104
H 0.2487 -0.0993 1.5269 -0.059 -0.116 0.368
H 0.0095 -1.6328 0.6975 -0.277 -0.284 0.009
H -2.4959 -1.6027 -0.2541 0.545 -0.340 0.058
H -4.3996 -0.3247 -0.0519 -0.160 -0.324 0.063
H -3.7308 0.6520 1.2251 0.054 0.011 0.335
H -2.5638 2.0307 -0.3556 0.299 0.127 -0.064
H -2.9138 0.9195 -1.6788 0.088 -0.023 -0.307
H -4.4799 2.8717 -0.6134 -0.087 -0.420 -0.196
O -2.3340 -1.9956 -2.8067 0.030 -0.095 0.041
H -2.0200 -2.9064 -2.7958 -0.017 0.036 -0.017
H -1.5306 -1.4635 -2.8102 -0.069 0.046 0.027
O 1.2475 -2.8039 2.4630 0.156 -0.018 0.126
H 0.9637 -3.3504 3.2037 -0.038 0.004 -0.070
H 1.6898 -2.0540 2.8751 -0.068 -0.008 -0.020
O 4.0566 3.8268 0.2332 0.096 -0.018 0.156
H 4.3590 2.9128 0.1549 0.082 0.047 -0.199
H 4.8711 4.3389 0.2049 -0.052 -0.009 -0.036
O -4.8568 -2.7670 -0.2466 -0.013 -0.117 -0.218
H -5.4301 -3.5364 -0.3303 0.010 0.042 0.075
H -4.6313 -2.5407 -1.1576 0.037 0.049 0.042
O 5.4205 1.3382 -1.1851 -0.147 -0.055 -0.026
H 6.1477 0.9138 -1.6509 0.015 0.064 0.077
H 4.8249 0.6104 -0.9675 0.065 -0.025 0.055
O 4.5751 -1.0709 0.7549 -0.129 0.065 0.124
H 4.5466 -1.6861 1.4949 0.072 -0.049 -0.113
H 3.9031 -0.4102 0.9692 -0.136 0.080 -0.112
```
Positions in Å, forces in eV/Å.

Values from the calculation:
SMILES: COCCO[C@@H](F)CCO.O.O.O.O.O.O
E_tot: -27771.37537 eV
strongest force on any atom: 1.48 eV/Å
HOMO level: -9.951 eV
HOMO-LUMO gap: 10.3 eV

These are the natural (NBO) partial charges, in e, on atoms 1 to 2: -0.271, -0.571


# 3
This record from the OMol25 dataset describes the molecule C4H7NO2 at a distorted geometry. The level of theory is ωB97M-V with the def2-TZVPD basis set.

```
14
Properties=species:S:1:pos:R:3:forces:R:3
C 0.9355 0.2405 -1.5200 -0.445 0.060 0.318
C 1.0071 -0.3615 -0.0955 0.002 0.520 -1.171
O 0.9641 0.5770 0.9518 0.202 0.164 -0.354
C -0.4229 0.8342 1.1506 -0.010 -0.035 0.001
C -1.0606 -0.4905 0.7942 -0.121 -0.002 -0.036
N -2.2571 -0.8261 1.0003 0.540 -0.008 -0.100
O -0.0839 -1.2475 0.2002 0.079 0.025 -0.426
H 1.2664 -0.4827 -2.2895 -0.251 0.184 0.565
H 1.6207 1.1027 -1.5638 -0.398 -0.229 0.041
H -0.0928 0.5182 -1.7263 -0.078 0.379 -0.352
H 1.9577 -0.8509 -0.2158 0.336 -0.810 1.554
H -0.7848 1.6345 0.4880 0.033 -0.171 0.114
H -0.6182 1.1149 2.1879 0.153 -0.092 -0.174
H -2.4315 -1.7627 0.6381 -0.040 0.015 0.020
```
Positions in Å, forces in eV/Å.

Values from the calculation:
SMILES: [H]/N=C1/CO[C@H](C)O1
E_tot: -9845.79681 eV
strongest force on any atom: 1.78 eV/Å
HOMO level: -10.267 eV
HOMO-LUMO gap: 11.2 eV

These are the natural (NBO) partial charges, in e, on atoms 1 to 2: -0.663, 0.364


# 4
This record from the OMol25 dataset describes a structure of composition C42H33Co2NO5PS at a distorted geometry. The level of theory is ωB97M-V with the def2-TZVPD basis set.

```
85
Properties=species:S:1:pos:R:3:forces:R:3
C 3.2759 -0.1230 -4.0191 -0.205 0.186 -0.106
S 1.8412 -0.0217 -5.1222 -0.748 -0.772 0.042
C 2.2031 -1.4854 -6.1585 0.590 0.032 0.157
C 0.4777 -0.4698 -4.1919 0.744 -0.309 0.273
C -0.7926 -0.6374 -4.8278 -0.031 0.266 -0.326
C -1.6196 -1.7420 -4.4698 0.038 0.301 -0.256
C -2.8075 -1.9712 -5.1412 -0.057 -0.020 0.380
C -3.2734 -1.0729 -6.1190 0.136 -0.019 -0.007
C -4.5302 -1.3186 -6.7650 -1.665 -0.368 -0.782
N -5.5628 -1.5386 -7.2699 1.845 0.408 0.844
C -2.4927 0.0454 -6.4549 0.191 -0.084 -0.050
C -1.2667 0.2503 -5.8423 -0.068 -0.444 0.044
H 3.0298 0.3258 -3.0449 0.027 -0.161 -0.562
H 3.5615 -1.1739 -3.9161 -0.123 0.201 0.110
H 4.0701 0.4380 -4.5271 -0.161 -0.166 0.247
H 1.3956 -1.6102 -6.8831 0.056 0.109 0.204
H 3.1585 -1.3267 -6.6703 -0.117 -0.083 -0.062
H 2.2620 -2.3365 -5.4756 -0.073 0.011 -0.199
H 0.6700 -0.8623 -3.1939 0.121 -0.290 -0.429
H -1.2473 -2.4202 -3.6952 -0.273 0.182 -0.328
H -3.4047 -2.8597 -4.9120 0.190 0.367 -0.031
H -2.8504 0.7430 -7.2171 0.098 -0.218 0.288
H -0.6598 1.1135 -6.1201 -0.263 -0.228 0.063
O 2.5407 4.4941 0.6442 -0.629 -1.522 0.543
C 2.0244 3.4983 0.9273 0.558 2.808 -0.856
Co 1.2375 1.9865 1.2247 4.483 -1.002 -0.851
C 1.8649 1.1183 -0.1452 1.169 -1.062 -1.966
O 2.2998 0.5933 -1.0887 -0.770 0.702 1.483
C 2.3091 1.5430 2.5434 1.629 -0.785 2.105
O 3.1272 1.3104 3.3288 -1.169 0.367 -1.101
C -0.3688 2.3100 1.8880 -3.284 1.290 -0.646
C -0.3792 2.2343 0.4505 -2.371 3.240 -0.023
C -1.0382 2.7872 -0.6343 0.001 0.310 1.428
C -0.3950 3.2228 -1.8539 0.261 0.085 -0.961
C -0.2312 4.5949 -2.1936 -0.121 -0.484 0.147
C 0.3036 4.9822 -3.4205 -0.077 -0.232 -0.145
C 0.6263 4.0020 -4.3634 -0.075 0.079 0.173
C 0.4625 2.6551 -4.0376 0.557 0.039 -0.283
C 0.0397 2.2593 -2.7804 -0.199 0.531 -0.033
Co -0.6981 0.5971 1.3566 0.203 -3.484 1.044
C -0.4768 -0.5784 0.0949 -0.298 -1.314 -1.855
O -0.3161 -1.3218 -0.7870 -0.085 0.852 1.130
C -2.3850 0.6321 1.7549 -1.892 0.643 -0.486
O -3.5041 0.6683 2.0606 1.235 -0.226 -0.029
P -0.2099 -0.5898 3.0764 -0.141 -0.145 0.550
C 1.1885 -1.7582 2.9133 0.056 -0.364 0.497
C 1.3672 -2.7864 3.8570 0.498 -0.083 -0.401
C 2.4135 -3.7002 3.6950 -0.192 0.143 -0.147
C 3.2396 -3.6321 2.5641 -0.108 0.229 0.127
C 3.0730 -2.5920 1.6462 -0.023 -0.043 0.104
C 2.0567 -1.6490 1.8228 0.069 -0.175 0.125
C 0.0899 0.3317 4.6336 0.236 -0.354 0.195
C 1.1779 0.0362 5.4641 -0.259 0.400 0.236
C 1.3822 0.7696 6.6372 -0.037 0.074 -0.254
C 0.5339 1.8333 6.9561 -0.006 -0.187 -0.095
C -0.5610 2.1191 6.1368 -0.050 -0.326 -0.279
C -0.8055 1.3535 4.9899 0.319 0.125 0.185
C -1.5700 -1.7187 3.6017 0.370 -0.271 0.283
C -2.1247 -1.6886 4.8888 -0.218 -0.139 -0.249
C -3.2051 -2.5136 5.2090 0.163 0.003 -0.253
C -3.7204 -3.3861 4.2502 0.075 0.071 0.071
C -3.1500 -3.4417 2.9765 0.285 0.101 -0.025
C -2.0643 -2.6264 2.6517 -0.265 0.040 0.341
H -0.8968 2.9814 2.5378 0.174 0.404 0.102
H -2.0887 3.0454 -0.4586 0.327 0.381 -0.044
H -0.5269 5.3450 -1.4580 0.060 -0.191 -0.175
H 0.4504 6.0407 -3.6582 -0.085 -0.346 0.120
H 1.0063 4.2698 -5.3462 -0.083 0.054 0.108
H 0.6933 1.8946 -4.7882 -0.188 0.733 0.454
H -0.0447 1.2041 -2.5278 -0.111 0.349 -0.123
H 0.6920 -2.8585 4.7162 0.254 -0.010 -0.324
H 2.5808 -4.4606 4.4563 -0.065 0.030 -0.238
H 4.0171 -4.3852 2.4058 -0.216 0.311 0.111
H 3.7450 -2.4980 0.7908 -0.214 -0.098 0.210
H 1.9347 -0.8177 1.1175 0.004 -0.606 0.441
H 1.8669 -0.7621 5.1867 -0.160 0.300 0.155
H 2.2242 0.5151 7.2812 -0.185 0.146 -0.116
H 0.7237 2.4356 7.8448 -0.068 -0.160 -0.194
H -1.2411 2.9340 6.3779 0.162 -0.139 0.034
H -1.6874 1.5545 4.3709 0.435 -0.055 0.193
H -1.7193 -1.0175 5.6459 -0.129 -0.169 -0.225
H -3.6280 -2.4650 6.2116 0.025 -0.085 -0.224
H -4.5568 -4.0355 4.5024 0.118 0.141 -0.086
H -3.5421 -4.1234 2.2236 0.039 0.084 0.196
H -1.5947 -2.6923 1.6655 -0.242 0.091 0.280
```
Positions in Å, forces in eV/Å.

Values from the calculation:
charge: -1
E_tot: -151190.72198 eV
strongest force on any atom: 4.67 eV/Å
HOMO level: -2.328 eV
HOMO-LUMO gap: 4.2 eV

These are the Löwdin partial charges, in e, on atoms 1 to 2: -0.225, 0.984